No. 1
Molecular formula: C28H42N8O3S2Sn
Method: DFT, the ωB97M-V functional and the def2-TZVPD basis

Structure (XYZ):
```
84
Properties=species:S:1:pos:R:3
Sn 0.125 -0.554 -0.932
C -3.486 -1.331 -3.183
C -3.855 -0.485 -2.025
O -2.918 -0.348 -1.061
C -4.979 0.191 -1.683
C -4.715 0.777 -0.428
C -5.559 1.633 0.438
N -3.486 0.447 -0.082
N -2.872 0.847 1.050
C -1.725 0.362 1.431
O -1.015 -0.520 0.800
C -1.241 0.845 2.748
C -0.049 0.341 3.261
C 0.413 0.764 4.497
C -0.319 1.686 5.231
C -1.514 2.185 4.728
C -1.976 1.768 3.492
H -2.434 -1.205 -3.436
H -3.666 -2.383 -2.954
H -4.094 -1.059 -4.042
H -5.895 0.260 -2.242
H -6.564 1.698 0.032
H -5.595 1.227 1.448
H -5.130 2.633 0.502
H 0.502 -0.398 2.699
H 1.336 0.365 4.894
H 0.035 2.009 6.201
H -2.090 2.895 5.306
H -2.909 2.148 3.102
S 2.328 -0.337 0.641
C 3.661 -0.022 -0.371
N 4.887 -0.431 0.066
C 6.023 -0.214 -0.626
C 5.948 0.435 -1.822
C 4.671 0.835 -2.233
N 3.565 0.617 -1.543
H 4.921 -0.898 0.965
H 6.940 -0.580 -0.185
H 6.828 0.626 -2.416
H 4.546 1.364 -3.171
C 0.550 3.995 -4.327
C 1.272 3.028 -3.397
C 1.219 3.446 -1.931
S -0.428 3.172 -1.266
O -0.487 1.664 -1.017
C -0.294 3.947 0.350
C 0.926 3.614 1.197
C 0.938 4.475 2.458
H 0.545 3.620 -5.349
H 1.039 4.969 -4.332
H -0.488 4.143 -4.026
H 2.324 2.957 -3.678
H 0.864 2.017 -3.497
H 1.437 4.509 -1.808
H 1.896 2.852 -1.316
H -1.216 3.641 0.852
H -0.372 5.019 0.146
H 1.843 3.795 0.634
H 0.910 2.555 1.465
H 1.129 5.521 2.215
H 1.714 4.142 3.145
H -0.016 4.420 2.983
C -1.036 -3.878 -0.766
N 0.140 -3.088 -0.325
C 0.248 -3.250 1.155
N 0.386 -4.639 1.542
C -0.786 -5.374 1.057
N -0.918 -5.275 -0.400
C 0.301 -5.819 -1.008
N 1.498 -5.091 -0.568
C 1.344 -3.699 -0.938
C 1.580 -5.185 0.894
H -1.117 -3.797 -1.854
H -1.931 -3.450 -0.305
H -0.650 -2.828 1.609
H 1.116 -2.686 1.502
H -1.683 -4.969 1.530
H -0.689 -6.423 1.333
H 0.223 -5.757 -2.095
H 0.400 -6.866 -0.725
H 1.252 -3.625 -2.026
H 2.221 -3.129 -0.617
H 2.457 -4.633 1.238
H 1.694 -6.232 1.175
```

As for the charge: +2. The molar mass comes out at 721.5 Da. The HOMO energy is -13.14 eV. The calculation puts the LUMO energy at -5.803 eV. As for the orbital gap: 7.3 eV. The total energy comes out at -2766.07432 hartree. Its spin multiplicity is 1.

Okay, here come the natural (NBO) numbers, in e, for every atom:
1. Sn 1.452
2. C -0.674
3. C 0.397
4. O -0.255
5. C -0.330
6. C 0.296
7. C -0.660
8. N 0.151
9. N -0.381
10. C 0.638
11. O -0.921
12. C -0.177
13. C -0.118
14. C -0.228
15. C -0.166
16. C -0.208
17. C -0.162
18. H 0.246
19. H 0.260
20. H 0.264
21. H 0.271
22. H 0.254
23. H 0.266
24. H 0.260
25. H 0.206
26. H 0.226
27. H 0.233
28. H 0.233
29. H 0.231
30. S -0.292
31. C 0.292
32. N -0.491
33. C 0.130
34. C -0.309
35. C 0.164
36. N -0.466
37. H 0.452
38. H 0.255
39. H 0.270
40. H 0.225
41. C -0.616
42. C -0.405
43. C -0.599
44. S 1.280
45. O -1.106
46. C -0.594
47. C -0.416
48. C -0.603
49. H 0.232
50. H 0.218
51. H 0.208
52. H 0.215
53. H 0.212
54. H 0.243
55. H 0.247
56. H 0.248
57. H 0.245
58. H 0.204
59. H 0.221
60. H 0.215
61. H 0.227
62. H 0.214
63. C -0.077
64. N -0.566
65. C -0.085
66. N -0.453
67. C -0.082
68. N -0.450
69. C -0.083
70. N -0.453
71. C -0.081
72. C -0.080
73. H 0.199
74. H 0.204
75. H 0.218
76. H 0.205
77. H 0.204
78. H 0.217
79. H 0.204
80. H 0.218
81. H 0.205
82. H 0.200
83. H 0.196
84. H 0.218



No. 2
Molecular formula: C28H42NO4PdS2Si
Method: DFT, the ωB97M-V functional and the def2-TZVPD basis

Structure (XYZ):
```
79
Properties=species:S:1:pos:R:3
Pd 1.302 -1.116 0.512
O -0.832 -2.279 0.709
S -2.270 -2.599 0.939
C -2.897 -1.256 2.008
C -3.000 0.100 1.321
C -3.023 1.275 2.313
C -1.654 1.674 2.853
S -0.449 2.291 1.623
O -0.129 1.132 0.755
C -1.566 3.336 0.686
C -1.910 4.589 1.168
C -2.734 5.410 0.411
C -3.193 4.981 -0.828
C -2.818 3.737 -1.313
C -1.993 2.912 -0.558
C -3.166 -2.148 -0.542
C -2.509 -1.464 -1.548
C -3.213 -1.101 -2.690
C -4.560 -1.412 -2.811
C -5.205 -2.113 -1.799
C -4.504 -2.494 -0.664
H -2.165 -1.264 2.819
H -3.862 -1.597 2.393
H -3.909 0.124 0.717
H -2.148 0.221 0.651
H -3.671 1.027 3.161
H -3.470 2.141 1.821
H -1.113 0.831 3.292
H -1.729 2.470 3.598
H -1.536 4.920 2.131
H -3.011 6.389 0.781
H -3.832 5.624 -1.420
H -3.164 3.407 -2.284
H -1.664 1.946 -0.925
H -1.450 -1.244 -1.439
H -2.702 -0.575 -3.488
H -5.108 -1.119 -3.698
H -6.253 -2.367 -1.897
H -4.990 -3.054 0.128
C 1.372 -0.202 4.878
C 1.921 -0.111 3.448
C 3.431 0.107 3.503
C 1.552 -1.342 2.621
H 1.583 0.706 5.459
H 1.823 -1.054 5.398
H 0.288 -0.360 4.875
H 1.482 0.785 2.986
H 3.925 -0.799 3.870
H 3.693 0.936 4.170
H 3.818 0.332 2.511
H 0.530 -1.660 2.889
H 2.223 -2.175 2.855
O 3.860 1.442 -0.232
C 4.237 0.283 -0.097
C 5.699 -0.129 -0.302
C 5.712 -1.590 0.111
C 4.225 -1.924 0.280
O 3.830 -3.063 0.447
N 3.464 -0.782 0.232
H 6.347 0.520 0.287
H 5.947 0.017 -1.355
H 6.202 -1.751 1.074
H 6.168 -2.266 -0.612
C 0.581 -2.335 -4.570
Si 1.465 -1.123 -3.421
C 3.272 -1.142 -3.928
C 0.791 0.594 -3.815
C 1.143 -1.566 -1.688
H 0.739 -2.084 -5.623
H -0.497 -2.335 -4.378
H 0.943 -3.355 -4.408
H 3.390 -0.895 -4.988
H 3.708 -2.131 -3.757
H 3.843 -0.419 -3.340
H 0.679 0.735 -4.895
H 1.452 1.375 -3.431
H -0.191 0.743 -3.352
H 0.798 -2.576 -1.484
H 0.652 -0.736 -1.110
```

As for the charge: -1. The molar mass comes out at 655.3 Da. The HOMO energy (alpha / beta) is -2.11 / -3.72 eV. The calculation puts the LUMO energy (alpha / beta) at 2.131 / 2.124 eV. As for the orbital gap (alpha / beta): 4.2 / 5.8 eV. The total energy comes out at -2661.53153 hartree. Its spin multiplicity is 3.

Okay, here come the Löwdin numbers, in e, for every atom:
1. Pd 0.683
2. O -0.559
3. S 0.977
4. C -0.309
5. C -0.237
6. C -0.219
7. C -0.301
8. S 0.977
9. O -0.550
10. C -0.395
11. C -0.091
12. C -0.088
13. C -0.093
14. C -0.068
15. C -0.066
16. C -0.399
17. C -0.062
18. C -0.065
19. C -0.090
20. C -0.091
21. C -0.097
22. H 0.086
23. H 0.089
24. H 0.116
25. H 0.076
26. H 0.114
27. H 0.099
28. H 0.074
29. H 0.089
30. H 0.110
31. H 0.100
32. H 0.098
33. H 0.104
34. H 0.105
35. H 0.084
36. H 0.102
37. H 0.099
38. H 0.098
39. H 0.107
40. C -0.118
41. C -0.532
42. C -0.093
43. C -0.235
44. H 0.062
45. H 0.073
46. H 0.048
47. H 0.079
48. H 0.077
49. H 0.066
50. H 0.053
51. H 0.007
52. H 0.036
53. O -0.010
54. C -0.557
55. C -0.113
56. C -0.110
57. C -0.536
58. O 0.000
59. N 0.048
60. H 0.104
61. H 0.103
62. H 0.108
63. H 0.103
64. C -0.199
65. Si 0.386
66. C -0.190
67. C -0.185
68. C -0.210
69. H 0.019
70. H 0.009
71. H 0.024
72. H 0.020
73. H 0.027
74. H 0.020
75. H 0.020
76. H 0.031
77. H 0.005
78. H 0.000
79. H -0.049



No. 3
Molecular formula: C28H43AsBF5IN2O2S2
Method: DFT, the ωB97M-V functional and the def2-TZVPD basis

Structure (XYZ):
```
85
Properties=species:S:1:pos:R:3
C -4.545 -3.069 2.762
C -5.504 -2.731 1.526
C -5.179 -3.510 0.156
C -4.452 -4.926 0.319
C -2.894 -4.963 -0.052
C -2.115 -3.559 0.035
C -1.836 -3.073 -1.465
C -1.233 -1.549 -1.572
C -0.226 -1.295 -0.383
As 0.999 0.309 -0.424
I -0.978 1.669 0.703
C 0.519 0.888 -2.286
C -0.872 1.584 -2.603
C -0.830 3.215 -2.580
S -2.361 3.907 -3.363
C -3.315 4.925 -2.168
S -4.933 5.225 -2.460
N -2.591 5.439 -0.992
C -3.204 5.131 0.278
C -2.205 5.845 1.217
N -1.127 6.482 0.456
C -1.365 6.199 -0.941
C 2.100 1.984 -0.181
C 3.660 1.906 0.045
C 4.128 2.315 1.564
C 5.339 1.431 2.110
F 6.581 1.963 1.594
F 5.215 0.036 1.898
C 5.357 1.608 3.733
F 6.589 1.069 4.180
F 4.324 0.736 4.211
F 5.148 2.950 4.095
C 1.602 -0.263 1.423
B 0.803 0.301 2.707
O 1.080 1.497 3.471
O -0.262 -0.539 3.274
C 2.529 -0.769 -1.284
C 2.990 -2.185 -0.786
C 4.175 -2.990 -1.391
C 5.000 -2.453 -2.580
C 4.582 -1.050 -3.115
C 3.390 -0.241 -2.494
H -3.462 -2.733 2.647
H -4.535 -4.161 3.088
H -4.962 -2.477 3.667
H -5.509 -1.592 1.356
H -6.569 -3.050 1.840
H -4.655 -2.793 -0.585
H -6.205 -3.727 -0.337
H -4.573 -5.416 1.349
H -4.979 -5.648 -0.418
H -2.307 -5.747 0.565
H -2.802 -5.329 -1.146
H -2.612 -2.764 0.680
H -1.080 -3.800 0.493
H -2.800 -3.131 -2.105
H -1.069 -3.761 -1.959
H -0.839 -1.503 -2.636
H -2.170 -0.891 -1.395
H -0.878 -1.173 0.569
H 0.312 -2.305 -0.194
H 0.687 -0.016 -2.991
H 1.291 1.651 -2.699
H -1.039 1.380 -3.741
H -1.810 1.150 -2.133
H 0.042 3.486 -3.293
H -0.559 3.644 -1.562
H -4.142 4.535 0.517
H -2.299 5.886 2.348
H -0.757 6.492 -1.850
H 1.900 2.819 -0.962
H 1.684 2.480 0.786
H 4.236 0.962 -0.178
H 4.156 2.728 -0.607
H 4.513 3.406 1.552
H 3.268 2.300 2.310
H 2.723 -0.133 1.637
H 1.440 -1.412 1.466
H 1.106 2.296 2.906
H -0.029 -1.485 3.151
H 2.450 -2.718 0.081
H 4.454 -4.008 -0.934
H 5.876 -3.054 -2.982
H 5.199 -0.617 -3.982
H 3.226 0.782 -2.954
```

As for the charge: -1. The molar mass comes out at 811.4 Da. The HOMO energy is -5.06 eV. The calculation puts the LUMO energy at 1.319 eV. As for the orbital gap: 6.4 eV. The total energy comes out at -5206.44111 hartree. Its spin multiplicity is 1.

Okay, here come the Löwdin numbers, in e, for every atom:
1. C -0.141
2. C -0.248
3. C -0.218
4. C -0.214
5. C -0.209
6. C -0.223
7. C -0.221
8. C -0.241
9. C -0.386
10. As 0.721
11. I 0.706
12. C -0.382
13. C -0.379
14. C -0.513
15. S 0.851
16. C -1.042
17. S 0.597
18. N -0.202
19. C -0.055
20. C -0.114
21. N -0.003
22. C -0.107
23. C -0.372
24. C -0.216
25. C -0.082
26. C -0.297
27. F 0.025
28. F 0.057
29. C -0.328
30. F 0.079
31. F 0.078
32. F 0.102
33. C -0.258
34. B -0.784
35. O 0.017
36. O 0.003
37. C -0.221
38. C -0.076
39. C -0.100
40. C -0.106
41. C -0.088
42. C -0.085
43. H 0.066
44. H 0.063
45. H 0.079
46. H 0.111
47. H 0.102
48. H 0.106
49. H 0.102
50. H 0.094
51. H 0.103
52. H 0.107
53. H 0.102
54. H 0.094
55. H 0.108
56. H 0.108
57. H 0.111
58. H 0.100
59. H 0.102
60. H 0.041
61. H 0.065
62. H 0.074
63. H 0.064
64. H 0.104
65. H 0.051
66. H 0.083
67. H 0.030
68. H 0.118
69. H 0.090
70. H 0.130
71. H 0.079
72. H 0.018
73. H 0.088
74. H 0.114
75. H 0.136
76. H 0.105
77. H 0.072
78. H 0.058
79. H 0.050
80. H 0.079
81. H 0.074
82. H 0.078
83. H 0.071
84. H 0.073
85. H 0.074



> Look up the charge of the first one.

+2



> The highest molar mass belongs to which entry?

C28H43AsBF5IN2O2S2



> Among the records above, which one has the highest spin multiplicity?

C28H42NO4PdS2Si



> Number 3 is which compound?

C28H43AsBF5IN2O2S2